[1]
Density functional theory data (ωB97M-V/def2-TZVPD) for a structure of composition C4H5NO2.

```
12
Properties=species:S:1:pos:R:3
C -1.474 -0.725 -0.143
C -0.069 -0.327 0.155
C 0.613 1.032 0.186
O 0.120 2.227 0.477
N 1.803 0.677 -0.143
C 1.265 -0.716 -0.262
O 0.780 -1.139 0.998
H -1.506 -1.706 -0.623
H -2.063 -0.770 0.779
H -1.938 0.011 -0.808
H 0.833 2.876 0.361
H 1.636 -1.440 -0.977
```

## Properties
Gap between HOMO and LUMO ... 10.3158 eV
Highest occupied orbital energy ... -9.57 eV

***

[2]
Density functional theory data (ωB97M-V/def2-TZVPD) for a structure of composition C42H49N10O3PRb.

```
106
Properties=species:S:1:pos:R:3
Rb 0.837 0.624 -1.049
O 2.234 2.685 -1.668
C 3.369 3.074 -2.076
C 3.620 4.461 -2.343
C 4.843 4.924 -2.754
C 5.930 4.056 -2.927
C 5.733 2.717 -2.667
C 4.498 2.193 -2.265
C 4.467 0.764 -1.992
N 3.447 0.039 -1.767
C 3.664 -1.334 -1.355
C 3.188 -1.536 0.083
N 1.740 -1.648 0.164
C 1.184 -1.768 1.304
C 1.738 -1.754 2.663
C 1.184 -2.678 3.556
C 1.595 -2.782 4.869
C 2.583 -1.892 5.315
C 3.112 -0.940 4.483
C 2.696 -0.785 3.119
O 3.128 0.167 2.394
H 2.786 5.138 -2.194
H 4.970 5.987 -2.938
H 6.896 4.428 -3.243
H 6.565 2.025 -2.774
H 5.470 0.298 -1.967
H 4.729 -1.614 -1.412
H 3.096 -2.000 -2.013
H 3.548 -0.714 0.713
H 3.627 -2.456 0.492
H 0.112 -1.974 1.269
H 0.408 -3.343 3.180
H 1.167 -3.521 5.534
H 2.926 -1.946 6.344
H 3.854 -0.236 4.844
N 2.790 3.449 1.514
C 1.716 2.650 1.368
N 0.557 3.008 0.928
C 0.408 4.323 0.507
N -0.596 4.754 -0.167
N -1.566 3.854 -0.570
C -1.194 3.076 -1.507
C -2.164 2.162 -2.148
C -3.541 2.357 -2.035
C -4.384 1.475 -2.682
C -3.833 0.430 -3.412
C -2.453 0.308 -3.450
N -1.631 1.159 -2.846
C 1.481 5.296 0.807
C 1.354 6.662 0.561
C 2.422 7.514 0.757
C 3.644 7.007 1.201
C 3.789 5.660 1.459
C 2.704 4.807 1.264
H 3.648 3.022 1.826
H 1.911 1.619 1.669
H -0.159 3.065 -1.858
H -3.910 3.190 -1.453
H -5.459 1.598 -2.622
H -4.457 -0.284 -3.934
H -1.983 -0.516 -3.972
H 0.403 7.025 0.194
H 2.317 8.572 0.553
H 4.487 7.671 1.342
H 4.736 5.254 1.794
O -1.550 -1.624 -1.435
P -2.218 -2.389 -0.355
N -2.533 -1.457 0.972
C -3.118 -1.938 2.219
C -3.567 -0.654 2.906
C -2.440 0.311 2.547
C -2.079 -0.061 1.108
N -3.751 -2.978 -0.692
C -4.858 -2.010 -0.757
C -5.900 -2.717 -1.614
C -5.037 -3.451 -2.637
C -3.859 -3.948 -1.799
N -1.379 -3.764 0.022
C -0.299 -4.288 -0.823
C -0.607 -5.779 -0.882
C -1.081 -6.061 0.543
C -1.888 -4.809 0.916
H -2.376 -2.460 2.838
H -3.938 -2.633 2.018
H -3.707 -0.776 3.980
H -4.511 -0.319 2.469
H -1.579 0.134 3.196
H -2.713 1.361 2.636
H -1.011 0.020 0.961
H -2.578 0.576 0.373
H -4.537 -1.077 -1.232
H -5.217 -1.773 0.245
H -6.615 -2.025 -2.060
H -6.455 -3.436 -1.006
H -4.678 -2.750 -3.393
H -5.557 -4.261 -3.148
H -2.938 -3.981 -2.386
H -4.043 -4.953 -1.404
H 0.670 -4.110 -0.351
H -0.293 -3.775 -1.783
H 0.260 -6.375 -1.166
H -1.409 -5.974 -1.601
H -0.216 -6.151 1.203
H -1.672 -6.972 0.639
H -1.740 -4.543 1.966
H -2.961 -4.955 0.759
```

## Properties
Gap between HOMO and LUMO ... 6.1148 eV
Net charge ... -1
Highest occupied orbital energy ... -4.09 eV

***

[3]
Density functional theory data (ωB97M-V/def2-TZVPD) for a cluster of 2 separate species, C4H9NO2 in total in a non-equilibrium geometry.

```
16
Properties=species:S:1:pos:R:3
N -1.573 0.622 1.065
C -1.436 1.030 -0.231
O -2.026 1.996 -0.681
C -0.532 0.132 -1.106
C 0.968 0.157 -0.823
C 1.336 -0.261 0.572
O 0.535 -1.377 1.006
H -2.247 1.102 1.642
H -1.167 -0.252 1.373
H -0.892 -0.893 -0.959
H -0.720 0.450 -2.129
H 1.490 -1.002 -1.671
H 1.733 0.015 -1.698
H 2.393 -0.522 0.573
H 1.186 0.572 1.283
H 0.952 -1.768 1.784
```

## Properties
Gap between HOMO and LUMO ... 9.4024 eV
Highest occupied orbital energy ... -8.92 eV

***

[4]
Density functional theory data (ωB97M-V/def2-TZVPD) for the ion C4H12N3 with charge +1 in a non-equilibrium geometry.

```
19
Properties=species:S:1:pos:R:3
N -2.354 1.780 1.142
C -1.643 0.591 0.735
C -0.491 0.873 -0.258
C 0.616 -0.064 -0.251
N 1.231 -0.343 0.989
C 1.049 -0.719 -1.357
N 2.068 -1.789 -1.134
H -3.325 1.759 0.844
H -2.059 2.709 0.879
H -1.363 0.097 1.665
H -2.273 -0.145 0.239
H -0.087 1.819 0.142
H -0.872 1.027 -1.268
H 0.801 0.248 1.691
H 1.327 -1.189 1.545
H 0.576 -0.642 -2.320
H 2.944 -1.616 -1.619
H 2.242 -1.789 -0.132
H 1.611 -2.608 -1.530
```

## Properties
Gap between HOMO and LUMO ... 8.8034 eV
Net charge ... +1
Highest occupied orbital energy ... -12.32 eV

***

[5]
Density functional theory data (ωB97M-V/def2-TZVPD) for the molecule C4H12N2 in a non-equilibrium geometry.

```
18
Properties=species:S:1:pos:R:3
C -1.104 1.654 0.981
N 0.043 1.561 -0.049
C 0.520 0.128 -0.308
C 1.621 -0.452 0.635
C -0.784 -0.794 -0.475
N -0.361 -1.997 -1.336
H -0.800 0.998 1.882
H -1.100 2.677 1.515
H -1.888 1.463 0.358
H 0.795 2.214 0.222
H 0.996 0.179 -1.277
H 2.477 0.183 1.132
H 2.129 -1.130 -0.082
H 1.178 -0.849 1.515
H -1.314 -1.092 0.362
H -1.406 -0.225 -1.194
H 0.027 -1.898 -2.322
H -1.029 -2.619 -1.559
```

## Properties
Gap between HOMO and LUMO ... 9.6213 eV
Highest occupied orbital energy ... -8.50 eV

***

[6]
Density functional theory data (ωB97M-V/def2-TZVPD) for the ion C3H5N4 with charge +1 in a non-equilibrium geometry.

```
12
Properties=species:S:1:pos:R:3
C -1.780 0.449 -0.158
C 2.505 -0.019 -0.108
C -3.169 0.013 0.040
N -0.725 0.798 0.141
N 1.424 0.357 0.138
N 0.463 1.174 -0.122
N 3.581 -0.706 0.014
H -3.191 -1.065 0.256
H -3.851 0.112 -0.922
H -3.658 0.622 0.873
H 4.395 -0.474 0.554
H 4.006 -1.262 -0.705
```

## Properties
Gap between HOMO and LUMO ... 9.2831 eV
Net charge ... +1
Highest occupied orbital energy ... -13.18 eV

***

Respective electronic energy values: -360.5562, -2768.7595, -362.9324, -323.5837, -269.0184, -335.9083 Eh.
Respective ΔE to the lowest compared entry with this formula, charge and spin values: 71.0, 5.3, 96.1, 59.3, 61.5, 103.2 kcal/mol.